Version 1
Density functional theory data (wB97M-V/def2-TZVPD) for a 27-piece molecular cluster, H54O27 overall.

charge = 0
frontier orbital gap = 0.302 hartree
LUMO level = -0.03578 Eh

Each line ends with the Mulliken charge.
Atoms and positions in Å:
O 0.9320 2.1521 -0.9053  -0.73
H 3.0421 1.0082 1.9056  0.49
H 3.5240 -1.4726 -1.2625  0.18
H 0.0806 -5.9300 -2.8919  0.26
O -3.9712 -1.3077 -1.0472  -0.60
H 4.9980 0.3596 -0.0347  0.28
O 0.7171 -1.6442 -1.4065  -0.23
H 0.0890 0.8581 0.4361  -0.04
H 3.8737 -1.8139 3.8701  0.29
H 3.2287 0.3686 -2.8582  0.22
O -0.3435 -1.7482 3.0503  -0.66
O 0.3309 4.9213 2.3339  -0.60
O -4.8919 -1.1895 1.7815  -0.70
H -3.0067 5.3610 1.4815  0.32
H -5.0275 -0.3367 1.3685  0.34
H 4.1135 -0.6764 2.9003  0.40
H -3.9254 -0.3682 4.5158  0.26
H -2.3967 -2.8408 -5.0147  0.30
H -0.5797 0.5398 -3.7095  0.28
H -4.0265 4.5520 -1.0832  0.34
H 4.2830 -2.5935 -1.9403  0.34
O -1.1672 3.7440 -1.6029  -0.59
H -4.2314 -1.0276 2.4551  0.40
H 0.8903 -3.8637 -4.9706  0.26
O -2.5600 1.6278 2.0761  -0.56
H -4.4974 -1.3030 -0.2476  0.30
H 2.0844 -0.1511 1.7306  0.25
O 1.5762 -5.8634 0.1977  -0.65
H -2.9067 4.0375 -1.9626  0.40
O 4.1303 -2.1917 -1.0851  -0.66
H -1.3398 2.2129 4.3303  0.45
H 5.5545 -0.8857 -0.6916  0.45
O 0.3061 1.3396 3.7358  -0.38
H -0.5958 2.9829 -1.5001  0.39
H 0.3335 -2.8127 0.0219  0.28
H -1.0353 3.1238 5.5006  0.26
O 2.4176 0.2338 -2.3682  -0.54
H -1.6511 1.4787 1.8156  0.24
O -3.0159 5.3010 0.5262  -0.63
H -2.0510 -1.7264 -4.0501  0.34
H -0.5043 -1.1348 2.3333  0.31
H 1.5230 1.5215 -1.3166  0.29
H -2.7501 0.4820 -3.6504  0.31
H 1.1754 -5.0492 0.5022  0.39
O -1.6973 -2.5244 -4.4429  -0.62
H 4.5114 2.3418 1.4270  0.27
H -2.8666 -0.3510 -2.3916  0.23
H 0.9702 0.8787 3.2232  0.25
O -2.2777 -0.1615 -3.1220  -0.58
H -2.4225 -0.5245 4.4219  0.22
H -2.7294 0.9653 2.7459  0.29
H 1.7238 0.4798 -2.9800  0.36
O -1.7449 2.8489 4.9199  -0.64
H -2.1685 4.9164 0.3018  0.29
O 4.5591 -1.3943 3.3501  -0.63
O -3.8585 4.0209 -1.8617  -0.65
H -3.8686 -2.2349 -1.2616  0.27
H 0.1068 5.3123 1.4894  0.28
H -0.0894 -0.6060 0.0949  -0.10
O 0.3136 0.5892 -4.0499  -0.60
H 0.3956 3.9833 2.1544  0.30
H 0.5353 -2.7571 1.5212  0.26
H 1.4948 -1.1351 -1.6351  0.16
O 0.1059 -5.3368 -2.1411  -0.65
H 0.6854 1.4103 4.6118  0.27
H 3.5826 2.6759 0.2792  0.20
O 0.4768 -3.3690 0.7875  -0.60
O 0.7468 -3.3780 -4.1584  -0.60
H 0.3267 -1.8774 -2.2488  0.09
H -0.7180 4.2966 -2.2425  0.26
H -0.5484 -1.2509 3.8421  0.24
O -0.2352 0.0316 0.7938  0.43
O 2.4879 0.4032 2.3986  -0.91
O -3.1942 -0.3007 3.9017  -0.59
H 1.1729 -6.0251 -0.6552  0.36
H -0.1030 -2.9542 -4.2790  0.41
H 0.2442 -4.4706 -2.5242  0.36
O 5.7968 -0.0004 -0.4199  -0.66
O 3.9169 1.9407 0.7931  -0.55
H 1.3988 2.9863 -0.9550  0.27
H 0.2409 0.2952 -4.9579  0.27



Version 2
Density functional theory data (wB97M-V/def2-TZVPD) for a 27-piece molecular cluster, H54O27 overall.

charge = 0
frontier orbital gap = 0.339 hartree
LUMO level = -0.03836 Eh

Each line ends with the Mulliken charge.
Atoms and positions in Å:
H -1.6769 4.1737 0.0327  0.40
H 0.2036 -0.3657 5.1060  0.27
H -5.4398 -2.0463 2.9891  0.30
H 4.1680 -2.3076 1.7395  0.30
H 1.4353 2.7995 -3.1228  0.22
H 3.0025 -3.2550 1.9291  0.27
O 4.3479 1.3025 -2.1627  -0.65
H 0.3410 -4.3058 3.0968  0.30
H -1.1610 1.6075 -4.8809  0.25
H -2.2491 -1.0771 1.8751  0.32
H -0.2618 4.3986 2.5000  0.31
H 3.4783 1.5679 -2.4619  0.43
H 5.0919 0.4640 1.3597  0.29
O -2.9503 3.1180 2.6986  -0.56
O -1.8393 5.0166 -0.3909  -0.62
O -3.1217 -0.8607 1.5464  -0.47
H 4.7209 -0.4508 -3.0258  0.36
O 2.9847 3.3894 3.1534  -0.61
O 1.7002 0.5171 2.7922  -0.45
H -0.6264 1.9265 0.5747  0.24
H -1.3396 -2.8435 1.4190  0.24
O -2.6182 -4.2406 -1.6344  -0.63
H 2.2139 2.4877 -1.0383  0.32
O 5.8408 0.6052 0.7805  -0.65
H -3.8479 -4.4553 1.1103  0.29
O -3.5047 -0.3418 4.5718  -0.63
H -4.1462 -0.2338 3.8696  0.36
H 2.2853 3.4605 0.1195  0.29
H -0.8723 -1.0919 -4.5178  0.31
O -0.0890 -1.0211 -5.0634  -0.58
O -2.9668 -4.0813 1.1089  -0.61
H -3.7670 3.3156 2.2401  0.27
H 1.9566 1.0110 -4.9110  0.27
H 2.1267 -1.4305 -1.9418  0.16
H -1.4293 2.4773 -3.6712  0.26
H -2.0738 5.6047 0.3270  0.26
H -0.5260 -3.2293 -3.8011  0.29
H -4.6645 -2.9702 -1.9866  0.27
O 2.8186 2.8520 -0.3918  -0.56
O 3.3338 -2.3988 2.2000  -0.57
O 0.0812 0.3434 0.2633  -0.45
O -0.1069 -3.3414 -2.9478  -0.62
O -0.0724 5.3366 2.4773  -0.62
O 0.7918 -4.4321 2.2618  -0.58
O 2.2873 1.6635 -5.5284  -0.59
H -3.0468 -0.9414 0.5956  0.17
H -3.2254 2.8589 3.5780  0.28
H 2.7005 4.2478 2.8392  0.31
H 0.5357 -0.1134 -0.4445  0.15
H -2.6990 -0.5989 4.1234  0.30
H 1.4809 0.4129 1.8663  0.27
H 0.7979 1.4425 -2.9129  0.20
H 6.0920 1.5165 0.9308  0.32
H 1.5725 1.7869 -6.1529  0.30
O 1.5614 1.9659 -2.6695  -0.53
O 1.2752 -1.0323 -1.7613  -0.37
H 0.2624 -4.2240 -2.9759  0.29
H -0.9331 5.7555 2.4857  0.27
H 0.1823 0.4131 3.8079  0.36
O -4.7310 -2.0829 -1.6337  -0.59
H -0.1840 -0.3513 0.8660  0.20
O -5.4498 -1.1718 2.6001  -0.68
O -0.6719 -2.1621 1.4975  -0.48
H -4.5946 -1.0868 2.1787  0.45
H -3.1268 -4.4431 -2.4196  0.28
O -0.7511 1.9421 -4.0833  -0.52
H -4.4548 -2.1663 -0.7210  0.31
O -0.3209 0.2613 4.6079  -0.58
H 0.1389 -2.6397 1.6728  0.16
H -0.4048 -1.1616 -5.9560  0.27
H 5.4812 -1.1091 -4.1574  0.27
O -0.7576 2.7813 0.9850  -0.48
H -2.6911 -4.1198 0.1931  0.34
H 0.7054 -1.3577 -2.4582  0.13
H -1.3456 2.6071 1.7199  0.30
O 4.5965 -0.9730 -3.8183  -0.60
H 2.1856 2.8627 3.1683  0.30
H 0.7688 -5.3780 2.1173  0.27
H 4.2829 1.3006 -1.2077  0.33
H -1.7353 -4.0642 -1.9593  0.36
H 2.6442 0.3640 2.8339  0.22



Relative energies, in hartree, with the most stable structure set to zero: version 1 0.0000; version 2 0.0209.



Version 1
Density functional theory data (wB97M-V/def2-TZVPD) for a 12-piece molecular cluster, H23O12 overall.

charge = -1
frontier orbital gap = 0.319 hartree
LUMO level = 0.08982 Eh

Each line ends with the Mulliken charge.
Atoms and positions in Å:
H 0.4297 1.1596 -4.2954  0.28
O -0.8154 2.3582 1.3152  -0.56
H 2.6369 -0.2677 -0.8508  0.16
O -2.7859 1.6848 -0.4233  -0.71
O 0.2648 -2.7446 -2.6900  -0.66
H -1.9884 0.9283 -0.6527  0.40
O 1.1271 1.1800 -3.5284  -0.69
H 2.0323 -2.0576 0.0828  0.28
O -1.8106 -0.6049 -0.3530  -0.91
H -0.0158 -1.4556 4.4305  0.35
H -0.0319 -3.2735 -1.9250  0.34
H 0.8307 0.7487 -2.7355  0.47
O 0.9954 1.4652 3.0399  -0.66
O 2.3140 2.7554 0.7208  -0.59
H 0.8668 0.4448 3.3303  0.32
H 2.9316 -1.1101 -1.9389  0.37
H 2.7168 2.0167 0.9878  0.29
H -0.8433 3.0164 0.7306  0.27
H -1.6185 2.3008 1.7037  0.19
H 0.1392 -1.7959 -2.3187  0.32
H -3.1907 1.9062 0.3447  0.19
H -1.5719 -1.1246 0.3358  0.08
O 0.0257 0.7867 -1.4112  -0.60
H 0.4310 -2.0854 0.3703  0.26
H -0.7806 0.1487 -1.2554  0.42
H 0.3288 1.9145 2.5675  0.45
H 0.5211 0.7381 -0.3823  0.20
H 1.2278 -2.0566 3.4481  0.34
O 1.3200 -2.4193 0.5647  -0.60
O 1.0121 -1.4875 4.2130  -0.72
H -4.5563 -1.8011 -1.0543  0.25
O 3.3309 -0.3504 -1.4632  -0.57
O -3.8898 -1.9418 -0.4306  -0.72
H 1.6620 2.1343 -0.0314  0.27
H -3.2455 -1.1110 -0.4458  0.48



Version 2
Density functional theory data (wB97M-V/def2-TZVPD) for a 12-piece molecular cluster, H23O12 overall.

charge = -1
frontier orbital gap = 0.356 hartree
LUMO level = 0.10685 Eh

Each line ends with the Mulliken charge.
Atoms and positions in Å:
O -2.2864 4.3878 29.4671  -0.74
H -2.8876 3.7262 26.5179  0.44
H -2.1085 7.8460 26.8602  0.45
H 0.5508 2.9375 24.8699  0.32
O 1.0466 5.7684 26.3462  -0.68
H 0.1215 5.4674 26.4923  0.16
O -3.7553 3.4544 26.3096  -0.74
H -1.1606 1.3374 26.5805  0.30
H -1.7792 5.2994 27.1263  0.07
H -0.7061 7.1805 28.2272  0.38
O -1.3117 4.5319 26.7927  -0.16
H -4.8136 4.4124 27.6473  0.39
H 0.3192 3.1083 29.3762  0.35
H -3.9495 3.5249 25.4015  0.28
O -4.8870 4.6298 28.5645  -0.72
O -1.1757 8.0292 26.8091  -0.69
H -1.5261 6.3019 24.3560  0.38
H -3.7752 6.8519 28.5386  0.26
H -0.6283 3.7396 25.4362  0.22
H -1.6755 5.4239 25.5075  0.18
O -2.2341 5.7956 24.7779  -0.64
H -2.1574 4.3279 28.5062  0.16
H -2.5197 5.2928 29.6476  0.34
H -0.3297 7.3304 29.7615  0.26
O -3.5232 7.1463 27.6542  -0.66
O 0.7880 3.4518 28.6350  -0.66
H -1.2062 2.6808 27.2167  0.21
H -3.9983 4.4631 28.8644  0.43
H 0.1193 3.8724 28.0889  0.19
H 1.3514 5.3555 25.5629  0.32
O -0.3104 6.7739 28.9848  -0.59
H -4.2435 6.9886 27.0287  0.29
O -0.3198 3.2532 24.6062  -0.70
H -0.8227 7.8078 25.9470  0.26
O -1.1921 1.7395 27.4205  -0.63



Relative energies, in hartree, with the most stable structure set to zero: version 1 0.1981; version 2 0.0000.



Version 1
Density functional theory data (wB97M-V/def2-TZVPD) for one molecule with the formula C6H9P.

charge = 0
frontier orbital gap = 0.312 hartree
structure (SMILES) = C[C@H]1[C@@H]2[PH2]=C3C[C@]312
LUMO level = 0.01660 Eh

Each line ends with the Mulliken charge.
Atoms and positions in Å:
C 1.7746 0.6004 0.1092  -1.31
H -0.5536 0.5181 -1.4038  0.48
H 0.2487 0.7952 1.6276  0.31
C -0.6950 -2.2350 -0.4111  -0.58
P -2.5224 0.6716 0.0051  -0.12
H -0.8301 -2.2040 -1.4464  0.27
H -2.3588 1.9860 -0.1094  -0.02
H -2.2952 0.9201 1.3597  0.01
C 0.3616 0.2981 0.6198  0.22
C -0.7239 0.3293 -0.3593  -0.27
H 1.6784 1.6260 -0.2049  0.34
C -1.7738 -1.2938 0.4173  -0.57
C -0.3694 -1.0267 0.3479  0.34
H 2.5128 0.4834 0.8665  0.37
H 1.9305 -0.1990 -0.7005  0.27
H -0.6653 -3.2299 0.0286  0.26



Version 2
Density functional theory data (wB97M-V/def2-TZVPD) for one molecule with the formula C6H9P.

charge = 0
frontier orbital gap = 0.328 hartree
structure (SMILES) = C=PC1C(C)=C1C
LUMO level = 0.01663 Eh

Each line ends with the Mulliken charge.
Atoms and positions in Å:
H 2.4910 1.3389 -0.2625  0.32
C -0.6422 0.4703 0.2405  0.06
H -0.1054 -0.8991 1.7461  0.28
H -1.3135 0.2478 2.2912  0.39
H -0.9169 -2.7733 -2.4992  0.31
H 2.3059 -0.1534 -0.8781  0.27
H -1.8476 -1.0546 1.1823  0.30
H -0.7328 -1.8452 -0.9512  0.16
C -0.9007 -1.8250 -1.9865  -0.48
C 0.4154 0.8870 -0.4713  0.32
C -1.2063 0.8657 -1.1901  -0.42
C -1.0296 -0.3503 1.4650  -1.07
H -1.5608 1.8907 -1.3863  0.37
C 1.8067 0.8342 -1.0116  -1.03
P -1.5957 -0.4104 -2.4981  -0.06
H 2.0093 1.3718 -1.9744  0.30



Relative energies, in hartree, with the most stable structure set to zero: version 1 0.1062; version 2 0.0000.